No. 1
A structure of composition C29H58O11. Source: the Open Molecules 2025 dataset; level of theory: ωB97M-V/def2-TZVPD.

The geometry in ORCA input format:
```
! RIJCOSX wB97M-V def2-TZVPD def2/J DEFGRID3
* xyz 0 1
O 4.17 3.70 0.67
C 3.15 3.83 1.33
O 2.95 4.70 2.34
C 4.02 5.61 2.71
C 3.27 6.61 3.64
C 1.94 2.84 1.16
H 4.43 6.10 1.79
H 4.80 5.14 3.22
H 3.76 7.65 3.71
H 3.08 6.15 4.61
H 2.30 6.82 3.37
H 1.48 2.73 2.17
H 2.26 1.94 0.81
H 1.09 3.30 0.55
O -5.61 -0.24 3.50
C -4.84 -0.58 2.62
O -4.70 -0.04 1.43
C -5.33 1.23 1.13
C -5.35 1.54 -0.31
C -4.02 -1.83 2.74
H -4.86 2.08 1.67
H -6.27 1.20 1.50
H -5.83 0.76 -0.82
H -4.38 1.64 -0.82
H -5.90 2.53 -0.60
H -4.29 -2.34 3.62
H -3.10 -1.41 2.80
H -3.97 -2.28 1.80
C -1.16 0.83 0.47
C -1.05 -0.64 0.13
O -2.11 -1.49 0.02
C 0.35 -1.15 -0.30
H -2.20 1.11 0.85
H -0.78 1.35 -0.44
H -0.41 1.35 1.23
H 0.52 -2.11 0.14
H 1.00 -0.50 0.13
H 0.41 -1.31 -1.53
C -5.54 -0.59 -1.54
C -5.12 -1.99 -2.12
O -5.87 -2.84 -2.76
C -3.71 -2.34 -2.01
H -5.22 -0.60 -0.56
H -6.51 -0.42 -1.62
H -5.02 -0.05 -2.09
H -2.92 -1.96 -2.67
H -3.45 -3.35 -2.33
H -3.18 -2.33 -1.07
C 1.31 -0.80 2.85
C 2.11 0.51 2.71
O 1.45 1.66 2.90
C 3.53 0.49 2.23
H 0.24 -0.75 3.04
H 1.51 -1.09 3.89
H 1.66 -1.51 1.99
H 3.91 1.49 2.36
H 3.80 0.11 1.28
H 4.07 0.00 2.89
C 0.59 -2.43 -3.19
C -0.20 -3.58 -3.68
O -0.99 -4.32 -2.86
C -0.09 -3.97 -5.06
H 1.47 -2.54 -3.46
H 0.39 -2.20 -2.01
H 0.23 -1.52 -3.86
H 0.89 -4.00 -5.41
H -0.38 -3.38 -5.77
H -0.51 -5.11 -5.20
C 0.02 -4.55 3.22
C -0.89 -3.56 2.43
O -1.40 -2.61 3.10
C -1.20 -3.77 0.99
H 1.18 -4.53 2.92
H -0.05 -5.82 2.99
H -0.21 -4.65 4.25
H -0.12 -3.92 0.51
H -1.70 -2.91 0.60
H -1.82 -4.67 0.99
C 0.94 5.50 -2.82
C 0.58 4.07 -2.80
O -0.58 3.65 -2.15
C 1.58 2.98 -3.31
H 1.52 5.86 -3.78
H 1.70 6.17 -2.12
H 0.02 6.13 -2.89
H 2.42 3.64 -3.71
H 1.18 2.30 -3.87
H 1.91 2.66 -2.30
C 5.17 -2.44 0.00
C 4.19 -1.97 -1.02
O 2.88 -1.73 -0.69
C 4.68 -1.59 -2.48
H 4.80 -2.77 1.06
H 5.81 -1.36 0.07
H 5.84 -3.08 -0.50
H 4.79 -0.47 -2.52
H 3.90 -1.87 -3.31
H 5.63 -2.03 -2.80
*
```

## Properties
- Energy relative to the best compared isomer or geometry (same formula, charge and spin): 827.2 kJ/mol
- Kohn-Sham gap: 8.2 eV
- E_LUMO: -0.32 eV
- DFT total energy: -1966.7060 Ha


No. 2
The molecule C3H2N2O2. Source: the Open Molecules 2025 dataset; level of theory: ωB97M-V/def2-TZVPD.

The geometry in ORCA input format:
```
! RIJCOSX wB97M-V def2-TZVPD def2/J DEFGRID3
* xyz 0 1
O 2.74 0.38 0.94
C 2.22 -0.44 0.22
C 0.81 -0.80 0.36
N -0.24 -0.41 -0.05
C -1.42 0.04 -0.34
N -1.91 1.06 0.50
O -2.98 1.49 0.13
H 2.75 -1.00 -0.57
H -1.97 -0.32 -1.20
*
```

## Properties
- Energy relative to the best compared isomer or geometry (same formula, charge and spin): 469.9 kJ/mol
- Kohn-Sham gap: 8.0 eV
- E_LUMO: -1.31 eV
- DFT total energy: -375.3325 Ha


No. 3
A structure of composition C4H10ClN3S2. Source: the Open Molecules 2025 dataset; level of theory: ωB97M-V/def2-TZVPD.

The geometry in ORCA input format:
```
! RIJCOSX wB97M-V def2-TZVPD def2/J DEFGRID3
* xyz 0 1
C -1.41 -0.91 -0.60
C -0.77 1.37 0.39
C 0.79 0.09 -0.86
C 2.03 -0.32 0.61
N -2.56 -0.88 0.18
N 1.39 -1.00 1.66
N -0.51 0.25 -0.40
S -1.07 -1.97 -1.75
S 1.54 1.53 -1.77
Cl 3.49 -1.15 0.05
H 0.05 2.01 0.23
H -1.65 2.02 -0.08
H -0.87 1.25 1.50
H 0.79 -0.68 -1.62
H 2.50 0.62 1.13
H -2.65 -0.32 0.97
H -3.34 -1.26 -0.23
H 0.98 -1.85 1.22
H 0.69 -0.32 1.96
H 0.60 1.50 -2.58
*
```

## Properties
- Energy relative to the best compared isomer or geometry (same formula, charge and spin): 0.0 kJ/mol
- Kohn-Sham gap: 8.9 eV
- E_LUMO: 0.44 eV
- DFT total energy: -1579.1616 Ha


No. 4
A cluster of 2 separate species, C6H9N in total. Source: the Open Molecules 2025 dataset; level of theory: ωB97M-V/def2-TZVPD.

The geometry in ORCA input format:
```
! RIJCOSX wB97M-V def2-TZVPD def2/J DEFGRID3
* xyz 0 1
C 0.03 -0.59 1.54
C -0.98 -0.71 0.44
C -2.20 -1.41 0.44
C -1.52 -2.15 -0.50
C -0.63 -0.96 -0.97
H -0.44 -0.60 2.53
H 0.63 0.32 1.42
H 0.73 -1.44 1.48
H -3.02 -1.61 1.12
H 0.41 -1.18 -1.22
H -1.13 -0.37 -1.73
C 1.69 1.95 -1.25
N 1.50 1.98 0.00
H 1.84 0.99 -1.74
H 1.72 2.84 -1.89
H 1.37 2.94 0.32
*
```

## Properties
- Energy relative to the best compared isomer or geometry (same formula, charge and spin): 494.9 kJ/mol
- Kohn-Sham gap: 9.1 eV
- E_LUMO: 1.00 eV
- SMILES: C[C@]12C=C1C2.C=N
- DFT total energy: -288.5935 Ha


No. 5
The molecule H3N2O2P. Source: the Open Molecules 2025 dataset; level of theory: ωB97M-V/def2-TZVPD.

The geometry in ORCA input format:
```
! RIJCOSX wB97M-V def2-TZVPD def2/J DEFGRID3
* xyz 0 1
N 1.11 -0.76 -0.08
P -0.23 -0.17 0.93
N -1.23 0.35 -0.52
O -1.27 -0.42 -1.48
O -1.83 1.38 -0.36
H 1.67 0.02 -0.17
H 1.52 -1.59 0.51
H 0.27 1.20 1.16
*
```

## Properties
- Energy relative to the best compared isomer or geometry (same formula, charge and spin): 345.3 kJ/mol
- Kohn-Sham gap: 10.5 eV
- E_LUMO: 0.09 eV
- SMILES: NP[N+](=O)[O-]
- DFT total energy: -603.0305 Ha


No. 6
A structure of composition C12H18CaCl2CsF2N3NaO7S2. Source: the Open Molecules 2025 dataset; level of theory: ωB97M-V/def2-TZVPD.

The geometry in ORCA input format:
```
! RIJCOSX wB97M-V def2-TZVPD def2/J DEFGRID3
* xyz -1 1
C 0.87 -1.07 -6.10
C 2.37 -0.61 -6.10
Cl 2.78 0.42 -4.63
C 3.44 -1.74 -6.33
S 3.47 -3.09 -5.08
O 4.66 -3.91 -5.40
O 2.27 -3.98 -5.33
N 3.67 -2.59 -3.49
S 2.27 -2.73 -2.54
O 1.20 -1.75 -2.93
O 1.76 -4.15 -2.39
C 2.78 -2.23 -0.79
O 3.40 -1.20 -0.58
O 2.44 -2.99 0.20
H 0.15 -0.23 -5.72
H 0.66 -1.98 -5.46
H 0.57 -1.30 -7.18
H 2.46 0.09 -6.97
H 4.43 -1.23 -6.40
H 3.29 -2.24 -7.32
Na 1.90 -5.84 -4.39
Cs -0.91 -3.00 -4.92
F 0.43 1.26 -3.36
C -1.28 -1.44 4.18
O -1.91 -2.48 4.27
N -0.02 -1.30 3.72
C 0.64 -0.01 3.67
C 0.70 -2.48 3.25
H -1.73 -0.50 4.49
H 0.91 0.21 2.64
H 1.54 -0.05 4.28
H -0.02 0.78 4.05
H 0.16 -2.93 2.43
H 0.77 -3.20 4.06
H 1.70 -2.20 2.92
Ca -2.30 0.80 5.40
Cl -3.70 -3.12 3.37
F 1.30 0.10 -8.27
N -3.46 4.58 5.96
C -4.65 4.40 5.39
C -5.40 5.43 4.83
C -4.89 6.71 4.88
C -3.66 6.93 5.47
C -2.99 5.84 5.99
H -5.01 3.38 5.38
H -6.36 5.22 4.38
H -5.45 7.54 4.46
H -3.23 7.92 5.53
H -2.01 5.95 6.46
*
```

## Properties
- Kohn-Sham gap: 1.5 eV
- E_LUMO: -2.35 eV
- DFT total energy: -3935.1217 Ha


No. 7
A structure of composition C10H8BaClN2O2S. Source: the Open Molecules 2025 dataset; level of theory: ωB97M-V/def2-TZVPD.

The geometry in ORCA input format:
```
! RIJCOSX wB97M-V def2-TZVPD def2/J DEFGRID3
* xyz -1 1
Ba 0.01 0.00 -0.01
O -0.59 2.30 -1.27
N 0.20 1.95 -2.24
C -0.41 2.33 -3.40
C 0.01 2.19 -4.70
C 1.24 1.60 -4.84
C 1.87 1.23 -3.67
C 1.47 1.32 -2.33
S 2.70 0.62 -1.34
H -1.35 2.80 -3.21
H -0.59 2.53 -5.53
H 1.70 1.44 -5.81
H 2.84 0.77 -3.78
O -0.01 -0.02 2.19
Cl -4.90 -3.36 -2.44
C -3.27 -3.48 -1.86
C -2.61 -4.69 -1.85
C -1.31 -4.72 -1.37
C -0.74 -3.53 -0.93
N -1.38 -2.37 -0.95
C -2.62 -2.34 -1.40
H -3.10 -5.58 -2.21
H -0.75 -5.64 -1.35
H 0.28 -3.52 -0.55
H -3.12 -1.38 -1.40
*
```

## Properties
- Energy relative to the best compared isomer or geometry (same formula, charge and spin): 0.0 kJ/mol
- Kohn-Sham gap: 4.2 eV
- E_LUMO: 2.24 eV
- DFT total energy: -1529.6460 Ha


No. 8
The ion C13H12Cl2NO with charge +1. Source: the Open Molecules 2025 dataset; level of theory: ωB97M-V/def2-TZVPD.

The geometry in ORCA input format:
```
! RIJCOSX wB97M-V def2-TZVPD def2/J DEFGRID3
* xyz 1 1
O -0.91 -1.54 2.52
N 0.09 -0.63 1.99
C 0.05 -0.69 0.35
C -1.23 -0.21 -0.33
C -2.26 -1.10 -0.67
C -3.60 -0.71 -0.75
C -3.89 0.69 -0.67
Cl -5.54 1.23 -0.70
C -2.85 1.62 -0.46
C -1.53 1.15 -0.34
C 1.32 -0.26 -0.40
C 2.40 -1.15 -0.40
C 3.72 -0.72 -0.44
C 3.97 0.67 -0.63
Cl 5.62 1.27 -0.58
C 2.88 1.56 -0.82
C 1.58 1.05 -0.84
H -1.04 -1.54 3.51
H 1.11 -1.04 1.93
H -0.22 0.39 1.80
H 0.00 -1.80 0.24
H -2.07 -2.17 -0.65
H -4.43 -1.40 -0.84
H -3.10 2.68 -0.35
H -0.78 1.88 -0.01
H 2.22 -2.21 -0.17
H 4.57 -1.40 -0.33
H 3.12 2.62 -0.94
H 0.79 1.75 -1.04
*
```

## Properties
- Kohn-Sham gap: 8.5 eV
- E_LUMO: -3.75 eV
- SMILES: O[NH2+]C(c1ccc(Cl)cc1)c1ccc(Cl)cc1
- DFT total energy: -1552.5608 Ha


No. 9
The molecule C6H9NO. Source: the Open Molecules 2025 dataset; level of theory: ωB97M-V/def2-TZVPD.

The geometry in ORCA input format:
```
! RIJCOSX wB97M-V def2-TZVPD def2/J DEFGRID3
* xyz 0 1
C 1.25 -0.77 -0.13
C 1.75 0.69 0.11
C 1.84 -1.94 -0.25
C -0.54 0.34 0.04
C -1.27 0.13 1.30
C -1.36 0.42 -1.19
N 0.53 1.29 0.12
O 2.91 1.05 0.23
H 1.26 -2.87 -0.39
H 2.86 -2.18 -0.15
H -1.51 -0.96 1.47
H -2.19 0.63 1.19
H -0.86 0.57 2.12
H -0.87 0.76 -2.11
H -2.24 1.10 -1.01
H -1.71 -0.54 -1.28
H 0.17 2.30 -0.07
*
```

## Properties
- Energy relative to the best compared isomer or geometry (same formula, charge and spin): 340.5 kJ/mol
- Kohn-Sham gap: 9.6 eV
- E_LUMO: 0.80 eV
- DFT total energy: -363.8945 Ha


No. 10
A cluster of 3 separate species, C4H15N3O3 in total. Source: the Open Molecules 2025 dataset; level of theory: ωB97M-V/def2-TZVPD.

The geometry in ORCA input format:
```
! RIJCOSX wB97M-V def2-TZVPD def2/J DEFGRID3
* xyz 0 1
C -0.58 1.64 2.06
C 0.58 0.86 1.46
C 1.43 1.78 0.49
N 0.82 1.88 -0.85
N 0.05 -0.28 0.70
C 0.90 -1.30 0.31
N 0.35 -2.24 -0.56
O 2.06 -1.20 0.67
H -1.20 2.16 1.34
H -1.27 1.07 2.71
H -0.05 2.31 2.72
H 1.29 0.48 2.23
H 1.49 2.80 0.92
H 2.51 1.50 0.46
H 1.22 2.70 -1.28
H -0.19 1.95 -0.81
H -0.71 -0.04 0.07
H -0.59 -2.44 -0.28
H 0.98 -3.00 -0.80
O -0.70 -2.32 -2.97
H 0.18 -2.68 -3.13
H -0.47 -1.55 -2.41
O -2.50 -1.16 -0.78
H -2.17 -1.97 -1.20
H -3.40 -0.95 -1.06
*
```

## Properties
- Energy relative to the best compared isomer or geometry (same formula, charge and spin): 83.6 kJ/mol
- Kohn-Sham gap: 9.5 eV
- E_LUMO: 0.53 eV
- SMILES: C[C@H](CN)NC(N)=O.O.O
- DFT total energy: -551.4055 Ha


No. 11
A cluster of 2 separate species, C2H10NS in total. Source: the Open Molecules 2025 dataset; level of theory: ωB97M-V/def2-TZVPD.

The geometry in ORCA input format:
```
! RIJCOSX wB97M-V def2-TZVPD def2/J DEFGRID3
* xyz 1 1
C 2.18 -1.19 0.13
S 0.60 -2.42 -0.02
H 0.53 -2.62 -1.25
H 3.03 -1.58 0.72
H 1.61 -0.30 0.52
H 2.60 -1.06 -0.90
C -1.03 0.63 0.50
N -1.70 1.71 -0.35
H -1.50 2.74 0.09
H -1.19 1.52 -1.27
H -2.74 1.64 -0.44
H 0.05 0.85 0.53
H -1.06 -0.44 0.14
H -1.39 0.51 1.60
*
```

## Properties
- Energy relative to the best compared isomer or geometry (same formula, charge and spin): 189.0 kJ/mol
- Kohn-Sham gap: 8.3 eV
- E_LUMO: -4.25 eV
- DFT total energy: -534.8168 Ha


No. 12
A structure of composition C32H53AuBrN2O2Si2. Source: the Open Molecules 2025 dataset; level of theory: ωB97M-V/def2-TZVPD.

The geometry in ORCA input format:
```
! RIJCOSX wB97M-V def2-TZVPD def2/J DEFGRID3
* xyz 1 1
Au 0.45 -0.86 0.36
C -0.32 -0.85 3.97
O -0.51 -0.03 2.81
C -1.16 1.16 2.97
C -1.55 1.68 4.19
C -2.22 2.90 4.22
Br -2.75 3.60 5.89
C -2.51 3.59 3.07
C -2.11 3.06 1.84
C -1.42 1.84 1.78
O -1.01 1.29 0.61
C -2.42 3.77 0.59
N -2.09 3.30 -0.59
C -2.55 4.21 -1.53
C -2.47 4.21 -2.92
C -3.02 5.27 -3.60
C -3.64 6.33 -2.91
C -3.73 6.35 -1.53
C -3.17 5.27 -0.86
N -3.07 4.95 0.49
H 0.36 -0.37 4.68
H 0.13 -1.77 3.61
H -1.27 -1.07 4.45
H -1.34 1.17 5.11
H -3.04 4.52 3.13
H -1.34 1.91 -0.14
H -1.99 3.39 -3.45
H -2.98 5.30 -4.68
H -4.07 7.15 -3.48
H -4.21 7.17 -1.01
H -3.42 5.51 1.25
C -1.76 -3.48 1.36
Si -1.04 -2.74 -0.18
C -2.41 -1.93 -1.21
C -3.27 -3.05 -1.82
C -1.85 -1.04 -2.33
C -3.29 -1.08 -0.28
C 0.09 -4.04 -1.00
C -0.71 -5.34 -1.23
C 1.25 -4.35 -0.05
C 0.63 -3.53 -2.34
H -2.36 -4.35 1.08
H -2.40 -2.78 1.90
H -0.98 -3.82 2.05
H -2.71 -3.67 -2.52
H -4.09 -2.59 -2.38
H -3.71 -3.70 -1.06
H -1.25 -1.61 -3.05
H -1.22 -0.24 -1.92
H -2.67 -0.57 -2.87
H -3.79 -1.69 0.48
H -4.07 -0.58 -0.87
H -2.71 -0.30 0.23
H -1.09 -5.76 -0.29
H -0.05 -6.09 -1.67
H -1.55 -5.21 -1.91
H 0.90 -4.81 0.88
H 1.82 -3.46 0.20
H 1.92 -5.07 -0.53
H -0.15 -3.49 -3.10
H 1.40 -4.22 -2.71
H 1.07 -2.54 -2.25
C 3.48 -1.71 -1.44
Si 2.81 -0.49 -0.20
C 2.69 1.22 -1.04
C 1.59 1.17 -2.11
C 2.37 2.34 -0.05
C 4.05 1.47 -1.71
C 3.76 -0.74 1.43
C 5.27 -0.76 1.13
C 3.35 -2.10 2.02
C 3.44 0.35 2.46
H 4.54 -1.52 -1.64
H 2.94 -1.65 -2.40
H 3.38 -2.74 -1.08
H 0.60 1.06 -1.66
H 1.73 0.34 -2.81
H 1.60 2.10 -2.68
H 1.45 2.14 0.52
H 2.23 3.28 -0.59
H 3.18 2.50 0.67
H 4.26 0.73 -2.49
H 4.88 1.46 -1.00
H 4.02 2.45 -2.19
H 5.54 -1.59 0.49
H 5.81 -0.87 2.08
H 5.61 0.17 0.66
H 3.57 -2.92 1.33
H 2.29 -2.14 2.26
H 3.92 -2.28 2.94
H 3.86 1.32 2.18
H 3.88 0.08 3.43
H 2.36 0.48 2.61
*
```

## Properties
- Kohn-Sham gap: 6.1 eV
- E_LUMO: -4.54 eV
- DFT total energy: -4799.6857 Ha


E_LUMO of number 4 (C6H9N)? 1.00 eV